Computed, not measured: 2 unconnected molecules or ions with the total composition C6H6F3N3O, with ωB97M-V with the def2-TZVPD basis set.

The geometry in XYZ format:
```
19
Properties=species:S:1:pos:R:3:lowdin_charge:R:1
C 1.79459 0.53366 -0.37245 -0.090
C 1.62824 -0.41285 0.56825 -0.038
C 0.66454 0.62657 -1.08780 -0.071
C -1.64870 1.92032 1.39203 -0.431
C -1.44518 -0.56577 -1.08657 -0.059
C -2.23506 -1.49866 -0.31534 -0.635
N 0.29885 -0.80707 0.44883 0.121
N -0.22607 -0.28391 -0.66281 -0.097
N -2.58856 1.96736 0.67463 0.218
O -0.65161 1.78936 1.95605 0.154
F -1.71591 -2.82661 -0.26362 0.016
F -2.30033 -1.33792 1.03670 0.083
F -3.44315 -1.61708 -0.75755 0.172
H 2.75525 1.01845 -0.55371 0.121
H 2.18482 -0.86323 1.25712 0.078
H 0.38137 1.29240 -1.99738 0.174
H -1.75668 -0.49499 -2.04045 0.082
H -0.08338 -1.69710 0.66992 0.145
H -3.40550 1.46480 0.62345 0.056
```

## Properties
Electronic energy ... -771.2400 Eh
Energy relative to the best compared isomer or geometry (same formula, charge and spin) ... 44.0 kcal per mole

***

Computed, not measured: 2 unconnected molecules or ions with the total composition C4H6FN, with ωB97M-V with the def2-TZVPD basis set.

The geometry in XYZ format:
```
12
Properties=species:S:1:pos:R:3:lowdin_charge:R:1
C 1.23384 1.56563 -0.23509 -0.014
C -2.25538 0.70450 0.49499 0.009
C -1.94704 0.05579 -0.61215 -0.262
C 2.31773 -0.75173 0.20555 -0.086
N 1.68670 0.52219 -0.04008 -0.136
F -1.93815 -1.29851 -0.64661 0.009
H -2.58304 0.16249 1.40991 0.084
H -2.43389 1.74850 0.42074 0.055
H -1.48550 0.44900 -1.43506 0.068
H 3.39204 -0.61322 -0.11884 0.103
H 1.75814 -1.33372 -0.59942 0.109
H 2.25455 -1.21092 1.15605 0.063
```

## Properties
Spin multiplicity ... 3
Electronic energy ... -310.3716 Eh
Energy relative to the best compared isomer or geometry (same formula, charge and spin) ... 40.8 kcal per mole

***

Computed, not measured: a molecular structure, C3H3CrO2, with ωB97M-V with the def2-TZVPD basis set.

The geometry in XYZ format:
```
9
Properties=species:S:1:pos:R:3:lowdin_charge:R:1
C -2.73850 -0.23383 0.25486 0.087
C -1.66736 0.36325 -0.53637 -0.356
H -1.21304 1.26062 -0.07817 0.123
H -3.57372 0.47867 0.35506 -0.035
H -0.90203 -0.41267 -0.73547 0.104
O -4.02377 0.28212 -2.93883 -0.147
C -3.62726 0.31343 -1.75332 -0.236
O -2.26078 0.74521 -1.78145 -0.291
Cr -2.37060 1.08577 -3.81307 0.750
```

## Properties
Spin multiplicity ... 6
Electronic energy ... -1310.7864 Eh
Energy relative to the best compared isomer or geometry (same formula, charge and spin) ... 103.3 kcal per mole

***

Computed, not measured: 4 unconnected molecules or ions with the total composition C16H39B3ClF2N3O7, with ωB97M-V with the def2-TZVPD basis set.

The geometry in XYZ format:
```
71
Properties=species:S:1:pos:R:3:lowdin_charge:R:1
O 0.07114 1.78529 -0.88444 0.042
C -0.61147 0.85044 -1.32684 -0.660
Cl -0.94123 -0.70980 -0.38602 0.590
C -1.25291 0.89104 -2.81572 -0.010
B -0.23699 1.61817 -3.85154 -0.419
O 0.44947 2.86899 -3.65186 0.242
B 1.86051 2.51838 -3.74690 -0.466
F 2.70670 3.14741 -2.76747 0.144
O 2.39050 1.60276 -4.73440 0.262
B 1.45404 0.51469 -4.90262 -0.406
C 1.79772 -1.06840 -4.84014 -0.030
C 2.97013 -1.28611 -3.75122 -0.160
F 4.18256 -0.74332 -4.30413 -0.090
O 0.05448 0.91349 -5.10005 0.198
H -1.30457 -0.21686 -3.13833 0.117
H -2.28835 1.35937 -2.73836 0.140
H 2.03971 -1.53934 -5.85828 0.132
H 0.86410 -1.57890 -4.38502 0.128
H 3.12463 -2.39283 -3.48003 0.130
H 2.74157 -0.72239 -2.76953 0.133
C 3.07924 -2.25634 1.59794 -0.104
O 2.49201 -3.23833 0.75918 -0.199
C 2.21818 -4.47976 1.40222 -0.201
C 0.94509 -4.48552 2.27372 -0.423
C 1.10361 -3.75269 3.60315 -0.064
N -0.20295 -3.92111 1.55295 0.044
H 3.76818 -2.69462 2.32547 0.092
H 2.30105 -1.68273 2.10455 0.074
H 3.63639 -1.56066 0.96729 0.087
H 2.07302 -5.20137 0.59145 0.120
H 3.09431 -4.82185 1.96701 0.120
H 0.71890 -5.53185 2.50837 0.135
H 1.04770 -2.66885 3.49743 0.067
H 0.30121 -4.04033 4.28924 0.069
H 2.05415 -4.00370 4.08176 0.081
H -0.37259 -4.48071 0.71959 0.081
H 0.09013 -3.01657 1.17830 0.038
C -3.99081 -3.60869 6.68353 -0.110
O -2.85761 -4.02257 5.93902 -0.195
C -3.06422 -5.18719 5.14511 -0.204
C -3.82200 -4.94008 3.82375 -0.431
C -5.32050 -4.71399 4.00519 -0.079
N -3.25552 -3.80758 3.08175 0.044
H -4.57947 -4.45718 7.04385 0.090
H -4.61021 -2.94057 6.08235 0.073
H -3.64023 -3.03789 7.54583 0.087
H -2.06174 -5.54939 4.89390 0.114
H -3.53866 -5.97828 5.73972 0.117
H -3.70457 -5.84106 3.21088 0.133
H -5.55705 -3.70680 4.34960 0.062
H -5.83856 -4.84652 3.05095 0.075
H -5.74544 -5.42965 4.71489 0.076
H -2.27999 -4.01121 2.86787 0.031
H -3.19912 -3.01965 3.72916 0.071
C -0.13740 6.03515 -3.23296 -0.110
O -0.49086 7.32823 -2.76991 -0.189
C 0.43178 7.89689 -1.84598 -0.202
C 1.70261 8.49029 -2.48874 -0.430
C 2.70753 7.43950 -2.95250 -0.074
N 1.37507 9.36813 -3.61946 0.034
H 0.34649 5.43726 -2.45585 0.090
H 0.50603 6.11569 -4.11134 0.076
H -1.05039 5.52440 -3.54578 0.088
H -0.11060 8.71391 -1.35872 0.119
H 0.67884 7.17602 -1.05657 0.120
H 2.20006 9.09475 -1.72196 0.134
H 2.42596 6.97365 -3.89739 0.063
H 3.68649 7.90068 -3.11221 0.077
H 2.83056 6.65236 -2.20348 0.079
H 0.79112 10.13081 -3.28295 0.070
H 0.75304 8.84548 -4.23823 0.070
```

## Properties
SMILES string ... O=C(Cl)CB1OB(F)OB(CCF)O1.COC[C@@H](C)N.COC[C@@H](C)N.COC[C@@H](C)N
Electronic energy ... -2058.6658 Eh